Entry 1:
Density functional theory data (ωB97M-V/def2-TZVPD) for 2 unconnected molecules or ions with the total composition C5H11NO3P at a distorted geometry.

Structure (XYZ):
```
21
Properties=species:S:1:pos:R:3:lowdin_charge:R:1
C -2.175 1.280 -0.185 -0.344
C -1.054 1.253 -1.222 -0.330
C -2.446 2.475 0.682 -0.078
C 2.962 -0.912 0.758 -0.251
C 1.145 -2.397 0.816 -0.291
N 1.615 -1.126 1.135 -0.123
O 0.966 0.078 -2.587 -0.418
O -0.955 -1.433 -1.883 -0.385
O -2.399 1.368 -1.616 -0.091
P -0.083 -0.299 -1.628 0.449
H -2.633 0.458 0.268 0.109
H -0.503 2.257 -1.355 0.130
H -3.454 2.557 1.176 0.078
H -2.248 3.340 0.057 0.066
H -1.661 2.245 1.487 0.105
H 3.656 -1.187 1.565 0.059
H 3.402 -1.593 -0.095 0.098
H 3.168 0.080 0.469 0.036
H 1.757 -3.238 1.025 0.040
H 0.272 -2.608 1.416 0.044
H 0.669 -2.597 -0.283 0.096
```

The spin multiplicity is 1. For the maximum force, the calculation gives 3.9 eV/Å. The total energy is -818.8676 hartree. The charge is -1. For the frontier orbital gap (spin up / spin down), the calculation gives 8.5 / 5.5 eV. As for the molar mass: 164.12 g mol⁻¹.

=====

Entry 2:
Density functional theory data (ωB97M-V/def2-TZVPD) for C5H11NO5S in the gas phase at a distorted geometry.

Structure (XYZ):
```
23
Properties=species:S:1:pos:R:3:lowdin_charge:R:1
C 2.230 0.759 0.666 -0.114
C 2.547 -0.693 0.394 -0.091
C 1.131 1.067 -0.337 -0.422
C 1.144 -1.226 -0.147 -0.411
C -3.496 0.167 -0.961 -0.086
N 0.281 -0.066 -0.026 -0.030
O -1.934 1.128 1.031 -0.288
O -2.201 -1.350 0.910 -0.257
O 0.413 2.212 -0.110 -0.002
O 0.655 -2.238 0.598 0.028
O -1.001 -0.155 -0.976 -0.204
S -2.166 -0.079 0.270 0.665
H 1.807 0.916 1.681 0.137
H 3.068 1.498 0.541 0.136
H 3.187 -0.862 -0.452 0.095
H 3.014 -1.379 1.117 0.124
H 1.441 1.108 -1.418 0.184
H 1.447 -1.555 -1.175 0.165
H -3.456 -0.644 -1.664 0.065
H -4.171 -0.059 -0.131 0.056
H -3.526 1.183 -1.396 0.092
H -0.311 2.095 0.554 0.087
H -0.102 -1.824 1.031 0.073
```

The spin multiplicity is 1. For the maximum force, the calculation gives 4.9 eV/Å. The total energy is -1026.1450 hartree. For the frontier orbital gap, the calculation gives 10.4 eV. Its SMILES is CS(=O)(=O)ON1[C@H](O)CC[C@@H]1O. As for the molar mass: 197.21 g mol⁻¹.

=====

Entry 3:
Density functional theory data (ωB97M-V/def2-TZVPD) for a gas-phase ion, C5H11NOS (charge -1).

Structure (XYZ):
```
19
Properties=species:S:1:pos:R:3:lowdin_charge:R:1
C 0.711 0.627 0.635 -0.280
C 1.572 -0.527 1.164 -0.606
S 0.839 -1.512 2.498 0.615
C -0.302 0.218 -0.383 -0.576
N -0.293 1.024 -1.623 -0.218
C -0.594 0.165 -2.767 -0.160
C -1.308 2.088 -1.540 -0.131
O -1.319 -0.496 -0.099 -0.138
H 1.337 1.445 0.256 0.092
H 0.192 1.050 1.523 0.084
H 2.513 -0.148 1.585 0.043
H 1.885 -1.161 0.336 0.054
H 0.029 -2.251 1.736 -0.161
H -0.119 -0.801 -2.604 0.062
H -1.667 -0.049 -2.866 0.069
H -0.143 0.568 -3.686 0.062
H -1.717 2.283 -2.531 0.056
H -0.868 3.022 -1.182 0.058
H -2.121 1.827 -0.853 0.073
```

The spin multiplicity is 2. For the maximum force, the calculation gives 0.9 eV/Å. The total energy is -725.2417 hartree. As for the expectation value of S²: 0.753. The charge is -1. For the frontier orbital gap (spin up / spin down), the calculation gives 3.5 / 7.3 eV. As for the molar mass: 133.22 g mol⁻¹.

=====

Entry 4:
Density functional theory data (ωB97M-V/def2-TZVPD) for C5H11NOS in the gas phase at a distorted geometry.

Structure (XYZ):
```
19
Properties=species:S:1:pos:R:3:lowdin_charge:R:1
C 2.299 0.898 -1.121 -0.140
N 0.946 1.110 -0.632 -0.103
C 0.171 -0.069 -0.190 -0.311
C -0.832 0.324 0.848 -0.326
C -1.796 -0.617 1.378 -0.554
S -1.113 -1.542 2.836 0.668
C -0.646 -0.559 -1.506 -0.182
O -1.288 -1.550 -1.470 0.073
H 2.994 0.222 -0.529 0.102
H 2.486 0.549 -2.176 0.080
H 2.673 1.860 -1.133 0.038
H 0.432 1.834 -1.114 0.109
H 0.800 -0.892 0.230 0.153
H -1.263 1.198 0.385 0.107
H -0.132 0.781 1.681 0.151
H -2.246 -1.394 0.704 0.080
H -2.614 -0.011 1.975 0.106
H -0.225 -2.274 2.107 -0.146
H -0.647 0.134 -2.273 0.093
```

The spin multiplicity is 1. For the maximum force, the calculation gives 5.1 eV/Å. The total energy is -725.2173 hartree. For the frontier orbital gap, the calculation gives 9.5 eV. Its SMILES is CN[C@H](C=O)CCS. As for the molar mass: 133.22 g mol⁻¹.